Record 1
49
Properties=species:S:1:pos:R:3:lowdin_charge:R:1 method="wB97M-V/def2-TZVPD" multiplicity=1 homo_energy_ha=-0.36583 total_charge=+1 max_force_ev_per_a=2.1
C -1.62 0.84 -1.32 -0.264
C -1.23 -3.10 -2.40 -0.011
C -1.50 -0.47 -1.78 -0.117
H -1.58 0.55 -5.39 0.118
C -2.27 -0.98 -2.86 -0.069
H -3.96 1.91 -3.50 0.123
C -0.18 -0.67 -6.44 -0.006
C -0.51 -2.51 -1.38 -0.062
H 2.91 -0.58 -0.44 0.135
H 1.88 3.47 1.72 0.094
H -0.22 0.76 3.12 0.144
C -2.12 -2.33 -3.15 0.052
H 2.62 1.80 0.11 0.141
C -3.14 -0.05 -3.53 -0.239
H 0.63 0.03 -6.30 0.108
C 0.01 -1.85 -7.16 -0.272
H 1.73 -2.31 0.88 0.128
O -0.82 1.12 -0.28 -0.061
C 0.58 -0.87 1.99 -0.050
H 0.18 -3.10 -0.79 0.117
N -3.75 -1.09 -5.56 0.086
C 0.43 0.47 2.32 0.000
H 2.41 -1.41 -6.14 0.093
H 0.06 -1.62 2.57 0.138
C -1.09 -2.67 -7.45 0.014
H 0.15 3.27 1.43 0.102
C 2.03 1.05 0.63 0.001
H -0.92 -3.53 -8.07 0.125
C -2.50 -1.25 -6.11 -0.295
H -3.17 -3.02 -7.11 0.119
N -3.97 -0.47 -4.52 0.077
Be -0.03 -0.08 0.11 0.257
H -1.11 -4.15 -2.61 0.117
C 1.18 1.45 1.66 -0.254
C 1.00 2.89 1.99 -0.007
H -2.65 2.70 -1.56 0.126
C 1.50 -1.26 1.02 -0.081
C -3.27 1.24 -3.01 0.005
O 1.21 -2.29 -7.59 -0.062
H 2.44 -0.62 -7.74 0.100
C -2.33 -2.37 -6.94 -0.006
H -2.71 -2.80 -3.92 0.124
N -0.63 -1.23 -1.05 0.106
C -1.42 -0.38 -5.92 -0.010
C -2.53 1.69 -1.93 0.034
H 0.79 3.03 3.05 0.096
H 3.21 -2.21 -7.52 0.098
C 2.19 -0.29 0.31 -0.042
C 2.37 -1.58 -7.22 -0.070



Record 2
63
Properties=species:S:1:pos:R:3:lowdin_charge:R:1 method="wB97M-V/def2-TZVPD" multiplicity=1 relative_energy_kcal_mol=13.3 homo_energy_ha=-0.07146 total_charge=-2 max_force_ev_per_a=1.2
C -2.43 2.20 -1.99 -0.120
C -0.05 -2.58 -1.20 -0.229
F -3.67 1.01 4.27 0.095
H -2.46 1.56 -2.87 0.117
H -1.66 3.48 0.03 0.131
O -4.18 1.30 -0.65 -0.006
H 1.28 1.51 -2.31 0.042
F -1.17 -6.06 -0.81 0.080
N 2.79 0.22 0.27 -0.292
C -0.41 -0.38 3.24 -0.222
C 3.65 1.29 -0.21 -0.110
F -3.14 -2.52 -3.22 0.094
H 0.29 3.87 -2.85 0.130
C 2.91 0.16 1.73 -0.202
N -1.07 2.68 -1.80 -0.188
H 2.07 -2.59 0.59 0.089
F -3.69 -1.29 5.77 0.061
H 2.22 -0.59 3.56 0.118
F -1.59 1.60 2.68 0.081
O 0.98 2.78 0.07 -0.240
C 1.85 -0.61 2.52 -0.265
F -1.16 -0.89 -2.46 0.067
C -0.14 -3.95 -0.83 -0.137
C -2.63 0.16 4.18 -0.157
C -1.57 0.45 3.37 -0.156
C 3.15 -1.02 -0.42 -0.209
H 3.90 -0.26 1.99 0.118
H 3.55 1.38 -1.29 0.082
C -0.47 -1.54 4.06 -0.136
H -0.48 1.12 -3.87 0.103
O 1.43 1.63 -3.26 -0.069
C -0.48 3.12 -3.06 -0.180
F -3.21 -5.14 -2.40 0.061
H 2.57 -2.93 -1.05 0.117
H -1.24 3.61 -3.70 0.120
F 0.80 -4.50 -0.02 0.047
O -2.08 0.69 -0.18 -0.269
C -2.20 -4.32 -2.03 -0.168
C -2.17 -2.99 -2.42 -0.158
H 4.71 1.10 0.03 0.086
Sr 0.15 0.62 0.09 1.538
C 2.13 -2.15 -0.40 -0.270
H 4.12 -1.39 -0.03 0.119
H -1.33 4.71 -1.21 0.122
H 1.85 -1.66 2.23 0.088
H 3.32 2.23 0.23 0.075
N 0.56 0.03 2.43 -0.126
C -1.15 -2.17 -2.02 -0.150
F -1.52 -2.96 5.62 0.079
C -2.97 1.33 -0.82 -0.683
H -3.13 3.04 -2.16 0.120
C -1.00 3.74 -0.80 -0.114
C 0.18 1.99 -3.83 -0.241
H 2.88 1.19 2.08 0.120
H 3.30 -0.75 -1.47 0.114
N 0.88 -1.68 -0.92 -0.075
C -1.17 -4.78 -1.23 -0.169
C -2.64 -0.99 4.97 -0.168
C 0.43 3.88 -0.22 -0.678
F 0.53 -2.46 4.05 0.047
C -1.54 -1.83 4.89 -0.171
O 0.90 5.01 -0.07 -0.015
H 0.40 2.31 -4.85 0.113



Record 3
48
Properties=species:S:1:pos:R:3:lowdin_charge:R:1 method="wB97M-V/def2-TZVPD" multiplicity=1 relative_energy_kcal_mol=141.6 homo_energy_ha=-0.25447 max_force_ev_per_a=3.5
C -2.98 -2.32 -1.49 -0.085
C -4.20 4.44 0.04 -0.086
C -0.19 2.26 -1.83 -0.205
N 4.61 -1.31 1.07 -0.042
C -0.19 -0.17 0.03 -0.291
H 4.51 0.72 0.63 0.092
C -1.90 -1.43 -1.39 -0.026
C -1.35 -1.16 -0.14 -0.183
H -1.31 4.48 -2.58 0.107
C 2.03 -3.78 0.72 0.005
C -3.48 -2.95 -0.35 -0.101
C -1.84 -1.78 1.01 -0.053
C -4.09 5.51 -0.87 -0.099
H -1.38 -1.56 1.97 0.111
H 6.08 -0.06 0.29 0.105
H -3.42 -2.52 -2.47 0.101
C -1.19 2.36 -0.82 -0.180
H -3.29 2.61 0.76 0.115
N 0.59 2.24 -2.71 0.180
C 5.30 -2.46 1.42 -0.018
C 0.93 -0.87 0.67 -0.067
C 5.24 -0.01 0.99 0.007
H -3.27 -3.18 1.80 0.099
N 3.20 -2.96 1.00 -0.042
C -2.19 3.44 -0.91 -0.197
C 2.29 -0.70 0.26 -0.400
H 6.35 -2.45 1.65 0.129
C -1.00 1.85 0.40 -0.001
H 0.75 -1.32 1.66 0.099
H 5.62 0.27 1.98 0.101
C -3.24 3.43 0.04 -0.046
C 3.31 -1.62 0.83 -0.080
C -3.04 5.53 -1.80 -0.084
H -1.48 -0.94 -2.27 0.118
C 4.42 -3.49 1.37 -0.019
H 2.01 -4.60 1.45 0.100
H 2.08 -4.20 -0.29 0.111
H 0.15 0.19 -0.95 0.119
H -2.95 6.36 -2.50 0.101
H 4.56 -4.54 1.56 0.127
C -2.90 -2.69 0.90 -0.083
O 2.65 0.17 -0.58 -0.044
C -2.12 4.48 -1.85 -0.029
N -0.63 0.87 1.01 0.167
H 1.11 -3.18 0.81 0.071
H -4.83 6.31 -0.84 0.098
H -5.02 4.38 0.74 0.101
H -4.31 -3.65 -0.43 0.098



Record 4
52
Properties=species:S:1:pos:R:3:lowdin_charge:R:1 method="wB97M-V/def2-TZVPD" multiplicity=1 relative_energy_kcal_mol=0.0 homo_energy_ha=-0.25928 max_force_ev_per_a=0.2
H 1.53 2.35 -2.63 0.087
C -5.48 1.63 0.71 -0.066
H 6.44 -1.42 0.40 0.113
O 2.48 -1.36 3.25 0.046
N 0.84 -1.28 1.61 -0.035
H -1.66 -1.83 5.44 0.097
H -3.62 -1.75 1.65 0.106
C -2.39 -0.92 -0.60 -0.448
H -1.10 -1.78 -2.82 0.117
C -0.33 -1.37 2.37 -0.200
C 3.53 -1.21 -1.30 -0.117
H 5.56 -1.33 -1.94 0.109
C 3.12 -1.25 0.98 -0.164
H 4.76 -1.40 2.30 0.124
N -1.35 -1.21 0.20 -0.018
H -0.61 -2.46 -5.81 0.084
C -2.72 -1.64 2.23 -0.036
H 0.52 -1.50 4.32 0.095
C -0.13 -0.87 -4.47 -0.291
H 3.11 -1.18 -2.29 0.107
N -3.17 1.01 0.63 0.136
C -0.39 -1.52 3.75 -0.015
C -4.81 -0.30 -0.51 -0.016
N 0.46 -0.63 -2.34 -0.065
C 5.37 -1.35 0.21 -0.038
H -6.85 0.36 -0.35 0.106
H 1.93 1.24 -1.31 0.059
H -3.73 -1.99 4.08 0.098
H -0.75 -0.84 -6.50 0.081
C -1.62 -1.71 4.37 -0.100
H 1.08 0.81 -5.21 0.112
H -3.84 2.68 1.62 0.106
C 4.89 -1.30 -1.09 -0.043
C -2.78 -1.79 3.61 -0.097
C 1.08 0.32 -3.04 -0.344
C -1.51 -1.37 1.60 -0.221
C -4.15 1.83 1.03 -0.128
H -1.98 -1.43 -5.38 0.087
C -5.82 0.54 -0.08 -0.063
C 1.93 1.36 -2.39 -0.039
C -0.91 -1.43 -5.60 -0.012
H -5.01 -1.15 -1.14 0.117
Pd 0.60 -1.09 -0.32 1.030
N 2.66 -1.17 -0.28 -0.014
N -0.25 -1.36 -3.22 0.053
C 2.09 -1.30 2.09 -0.468
C 0.75 0.19 -4.40 0.020
C -3.51 -0.03 -0.11 -0.239
H -6.23 2.32 1.07 0.100
C 4.47 -1.34 1.26 0.015
H 2.96 1.33 -2.75 0.080
O -2.46 -1.28 -1.78 -0.007